1.
Computed, not measured: a structure of composition C28H36FeN4O2S, with ωB97M-V with the def2-TZVPD basis set.

Relative energy (zero: lowest compared OMol25 entry of this formula, charge and spin), kJ/mol: 0.8
E_HOMO (alpha / beta), eV: -14.32 / -14.32
E_tot, Eh: -3119.5710
Molar mass, g mol⁻¹: 548.5
Charge: +2

The geometry in XYZ format:
```
72
Properties=species:S:1:pos:R:3:forces:R:3
Fe 0.4526 -0.9513 0.2386 -0.03 -0.11 -0.10
C -1.3772 -3.6214 1.2463 -0.01 -0.01 0.00
C -0.2478 -3.0714 0.4337 0.02 0.08 -0.12
C 1.0444 -2.9405 1.0028 -0.03 0.03 0.00
C 2.1184 -2.4559 0.2596 0.08 -0.11 0.15
C 3.4850 -2.3874 0.8660 0.01 0.03 -0.05
C 1.8903 -2.0378 -1.0750 0.07 0.03 -0.04
C 0.6397 -2.1540 -1.6693 -0.13 0.05 0.04
C 0.4034 -1.7119 -3.0790 -0.01 0.05 0.01
C -0.4350 -2.6509 -0.8846 0.00 -0.01 0.08
H -1.3235 -4.7121 1.2355 0.00 0.00 0.00
H -2.3452 -3.3351 0.8382 0.00 0.00 0.00
H -1.3133 -3.3010 2.2859 0.00 0.00 0.00
H 1.2004 -3.2260 2.0357 -0.01 -0.01 0.00
H 3.9146 -3.3910 0.8847 0.00 0.00 -0.02
H 3.4458 -2.0153 1.8878 0.01 -0.02 0.02
H 4.1448 -1.7470 0.2840 0.01 0.01 0.01
H 2.7089 -1.6211 -1.6467 0.02 0.00 -0.01
H 0.3202 -2.5939 -3.7169 0.03 0.00 -0.02
H 1.2147 -1.0867 -3.4542 -0.02 -0.05 0.02
H -0.5318 -1.1592 -3.1602 -0.01 -0.02 0.00
H -1.4217 -2.7118 -1.3275 0.00 -0.01 0.00
C -0.9287 2.6784 -1.5804 -0.04 0.02 0.01
C -1.1673 1.3800 -0.8810 0.09 -0.03 -0.01
O -0.3210 0.4608 -0.9741 0.01 -0.01 0.04
N -2.2789 1.2280 -0.1757 -0.04 0.02 -0.01
C -2.6414 -0.0300 0.4650 -0.01 0.00 -0.03
C -1.9916 -0.2022 1.8127 -0.05 -0.01 0.00
C -2.7329 -0.0152 2.9677 0.01 0.00 0.01
C -2.1263 -0.1520 4.2055 0.03 -0.01 -0.01
C -0.7790 -0.4681 4.2458 -0.04 0.01 -0.01
C -0.1046 -0.6407 3.0536 0.03 -0.01 0.03
N -0.6874 -0.5231 1.8504 0.02 0.04 0.00
H -0.5633 2.4821 -2.5876 0.00 -0.01 0.00
H -0.1535 3.2226 -1.0365 0.00 -0.02 -0.02
H -1.8209 3.2977 -1.6350 0.00 0.01 0.00
H -2.9261 1.9994 -0.1301 0.00 0.00 0.00
H -2.3611 -0.8431 -0.2032 0.00 0.00 0.01
H -3.7232 -0.0446 0.5737 0.00 0.00 0.01
H -3.7827 0.2334 2.8924 0.00 0.00 0.00
H -2.6930 -0.0119 5.1160 0.00 0.00 0.00
H -0.2496 -0.5803 5.1808 0.00 0.00 0.00
H 0.9500 -0.8816 3.0532 0.00 0.00 -0.01
C 7.3162 2.9651 -1.6844 0.00 0.00 0.00
C 6.1005 2.8909 -0.7691 0.00 -0.01 0.01
C 5.3840 1.5614 -0.9448 0.00 -0.04 -0.03
N 4.2350 1.3921 -0.0383 -0.06 -0.02 -0.04
C 2.9697 1.1116 -0.2901 0.06 0.11 0.32
S 1.9735 0.6278 1.0531 -0.01 0.01 -0.03
N 2.4100 1.1826 -1.5011 0.03 -0.06 -0.13
C 2.8213 1.8182 -2.7306 -0.03 0.07 0.01
O 2.6614 1.1988 -3.7459 0.00 0.02 -0.03
C 3.2731 3.2218 -2.6399 0.00 -0.01 -0.03
C 2.8914 4.0474 -1.5820 -0.03 -0.04 -0.02
C 3.2831 5.3756 -1.5689 -0.01 0.00 -0.01
C 4.0733 5.8721 -2.5978 0.01 0.01 0.00
C 4.4567 5.0506 -3.6518 0.00 0.01 -0.01
C 4.0455 3.7298 -3.6838 0.01 -0.02 0.01
H 7.8349 3.9137 -1.5596 0.00 0.00 0.00
H 7.0231 2.8821 -2.7328 0.00 0.00 0.00
H 8.0282 2.1670 -1.4688 0.00 0.00 0.00
H 5.4138 3.7106 -0.9800 0.00 -0.01 0.00
H 6.4095 2.9924 0.2751 0.00 0.00 0.00
H 6.0716 0.7415 -0.7204 0.00 0.01 -0.01
H 5.0589 1.4207 -1.9734 -0.02 0.02 0.01
H 4.4730 1.3175 0.9414 0.00 0.00 0.01
H 1.4762 0.7815 -1.5493 -0.01 0.03 -0.04
H 2.2766 3.6629 -0.7769 0.02 -0.02 0.02
H 2.9773 6.0236 -0.7588 0.00 0.00 0.00
H 4.3866 6.9075 -2.5822 0.00 0.00 0.00
H 5.0658 5.4463 -4.4528 0.00 0.00 0.00
H 4.3152 3.0811 -4.5071 0.00 0.00 0.00
```
Forces are in eV/Å.

---

2.
Computed, not measured: a structure of composition C28H36MnNO3P2S2, with ωB97M-V with the def2-TZVPD basis set.

Relative energy (zero: lowest compared OMol25 entry of this formula, charge and spin), kJ/mol: 55.7
E_HOMO (alpha / beta), eV: -3.02 / -3.32
E_tot, Eh: -3999.2154
Molar mass, g mol⁻¹: 615.6
Charge: -1
Multiplicity: 2

The geometry in XYZ format:
```
73
Properties=species:S:1:pos:R:3:forces:R:3
Mn -0.1683 0.4121 0.5662 0.19 0.05 -0.29
C 3.7642 -1.3011 1.7648 0.15 -0.06 -0.01
C 2.2861 -1.0867 1.5659 -0.07 -0.05 -0.02
S 1.8116 -0.4818 -0.0217 -0.19 0.00 0.05
C 1.3778 -1.3479 2.5204 0.00 -0.07 -0.01
C 1.7542 -1.8649 3.8814 -0.04 -0.03 0.06
S -0.3557 -1.0964 2.3012 -0.07 0.03 -0.19
H 4.3073 -1.0653 0.8505 -0.02 0.00 -0.02
H 4.0014 -2.3337 2.0325 0.01 -0.06 0.02
H 4.1618 -0.6597 2.5540 0.02 0.05 0.06
H 2.7753 -2.2374 3.9264 0.11 -0.02 -0.02
H 1.0809 -2.6723 4.1757 -0.02 -0.03 0.00
H 1.6483 -1.0801 4.6352 -0.01 0.04 0.02
C -3.6079 -2.0366 -1.4760 -0.07 0.01 -0.01
C -3.3513 -0.8687 -0.5494 -0.10 0.10 0.15
O -2.9243 0.2915 -1.2812 0.12 -0.09 -0.02
P -1.3158 0.5671 -1.3285 0.33 -0.29 0.39
O -1.3488 2.0308 -2.0046 0.04 0.00 0.02
C -2.1813 2.3299 -3.1226 -0.14 -0.04 -0.11
C -1.8924 3.7485 -3.5543 0.02 -0.01 -0.01
O -0.9821 -0.3936 -2.6094 -0.12 0.06 0.00
C 0.3856 -0.5012 -3.0309 0.06 0.00 0.12
C 0.4048 -0.6962 -4.5317 0.02 0.03 0.06
H -4.0206 -2.8692 -0.9057 0.00 -0.06 0.03
H -2.6878 -2.3619 -1.9554 0.07 0.00 -0.01
H -4.3215 -1.7638 -2.2552 -0.01 0.03 0.01
H -2.5953 -1.1174 0.2052 -0.05 -0.04 -0.05
H -4.2642 -0.5749 -0.0216 0.05 -0.04 -0.08
H -3.2288 2.2123 -2.8288 0.06 0.03 -0.01
H -1.9760 1.6122 -3.9245 -0.03 0.07 0.03
H -2.0605 4.4373 -2.7274 -0.02 0.03 0.07
H -2.5483 4.0315 -4.3776 -0.04 0.00 -0.07
H -0.8579 3.8551 -3.8789 0.07 -0.01 0.01
H 0.8449 -1.3370 -2.4977 0.00 0.07 -0.08
H 0.9406 0.4020 -2.7447 -0.07 -0.08 -0.08
H -0.0896 -1.6256 -4.8122 -0.05 -0.04 0.02
H 1.4317 -0.7307 -4.8948 0.07 -0.02 0.01
H -0.1053 0.1266 -5.0312 -0.03 0.06 -0.03
N -0.0601 2.2212 0.9554 -0.29 0.38 0.06
P -0.1314 3.6911 0.5484 0.01 0.11 -0.10
C -1.8058 4.4175 0.2933 0.04 0.02 0.01
C -2.0464 5.7886 0.2335 0.01 0.00 -0.02
C -3.3229 6.2767 0.0016 -0.03 -0.06 0.01
C -4.3813 5.3917 -0.1548 -0.05 0.10 -0.01
C -4.1593 4.0274 -0.0567 -0.07 -0.06 -0.01
C -2.8809 3.5457 0.1745 0.16 -0.35 0.02
C 0.5374 4.8573 1.7964 0.07 -0.07 -0.03
C -0.2074 5.1227 2.9445 -0.08 -0.08 -0.06
C 0.3086 5.9149 3.9536 0.03 0.05 0.08
C 1.5838 6.4525 3.8315 0.01 0.02 0.03
C 2.3364 6.1904 2.6977 0.02 0.04 0.05
C 1.8152 5.3954 1.6870 -0.01 -0.04 -0.08
C 0.8232 4.1195 -0.9694 -0.03 0.00 0.08
C 0.7879 5.3426 -1.6340 -0.06 -0.04 0.05
C 1.5473 5.5533 -2.7740 0.03 0.01 -0.04
C 2.3644 4.5400 -3.2570 0.03 0.06 -0.09
C 2.4170 3.3249 -2.5938 0.04 -0.10 -0.03
C 1.6501 3.1134 -1.4575 -0.01 -0.03 0.08
H -1.2390 6.4892 0.3964 0.09 0.04 0.00
H -3.4912 7.3445 -0.0423 -0.02 0.05 -0.01
H -5.3804 5.7689 -0.3344 -0.02 0.00 -0.01
H -4.9820 3.3306 -0.1582 -0.02 0.00 0.00
H -2.7000 2.4747 0.2727 -0.04 0.28 -0.03
H -1.1996 4.6979 3.0503 0.02 -0.01 -0.03
H -0.2820 6.1095 4.8408 0.02 0.00 0.00
H 1.9900 7.0693 4.6232 0.01 0.01 0.01
H 3.3343 6.5997 2.5996 0.00 0.01 0.01
H 2.4131 5.1906 0.8068 -0.02 -0.02 0.01
H 0.1583 6.1428 -1.2768 -0.09 0.08 0.07
H 1.5005 6.5076 -3.2857 0.00 -0.01 0.01
H 2.9603 4.7018 -4.1479 -0.01 0.00 0.01
H 3.0571 2.5298 -2.9569 0.01 0.00 -0.01
H 1.6873 2.1651 -0.9300 0.00 -0.02 0.00
```
Forces are in eV/Å.

---

3.
Computed, not measured: a cluster of 7 separate species, C28H36N4O12 in total, with ωB97M-V with the def2-TZVPD basis set.

Relative energy (zero: lowest compared OMol25 entry of this formula, charge and spin), kJ/mol: 1014.7
E_HOMO, eV: 1.71
E_tot, Eh: -2210.1364
Molar mass, g mol⁻¹: 620.6
Charge: -2

The geometry in XYZ format:
```
80
Properties=species:S:1:pos:R:3:forces:R:3
O 1.4534 3.0845 -0.9162 -0.52 -1.35 -0.16
C 0.8327 2.0576 -1.7116 0.97 3.12 1.36
C -0.6352 1.5794 -1.3680 0.61 -0.54 2.78
O -1.0375 1.2512 -0.0153 0.71 0.29 -1.99
H 1.5728 1.3022 -1.9758 0.14 -1.42 0.57
H 0.8241 2.5993 -2.6574 -1.09 -0.18 -1.35
H -0.7465 0.6756 -1.9670 -0.35 -0.41 -0.88
H -1.2599 2.3896 -1.7444 -0.50 0.37 -0.38
C 8.8673 4.8229 -5.5562 0.28 0.14 -1.16
C 9.7095 4.2830 -6.5667 -1.79 -0.42 1.80
C 9.6584 2.9100 -6.6682 -0.13 -2.45 0.69
C 8.9814 2.0289 -5.7047 -0.02 2.85 -0.95
C 8.2795 2.6726 -4.6543 0.98 -3.48 -1.94
C 8.1501 3.9936 -4.7005 -1.02 3.08 1.49
O 7.2477 4.5419 -3.7916 0.89 1.22 -0.70
O 10.3683 2.3270 -7.7335 0.03 -0.05 0.29
H 8.6491 5.8792 -5.6127 0.06 0.12 0.49
H 10.2331 4.8840 -7.2954 -0.01 0.00 0.07
H 8.7743 0.9953 -5.9395 0.66 -0.18 0.15
H 7.6850 2.1574 -3.9144 0.12 -0.48 -0.09
H 6.5980 3.9207 -3.4547 0.06 -0.33 -0.15
H 9.7675 2.0980 -8.4464 -0.17 -0.01 0.05
C -8.8805 3.7460 0.3125 -0.70 -0.11 -1.39
C -7.9234 2.8697 0.0209 2.63 -0.79 0.69
C -8.1562 1.7327 -0.6986 -0.95 -3.08 -0.70
C -9.4359 1.3828 -1.1391 -1.03 2.63 -0.37
C -10.4580 2.3847 -1.0415 1.60 0.13 1.23
C -10.1110 3.5328 -0.3032 -0.07 1.40 0.93
O -10.9311 4.6077 -0.0524 -2.48 -0.14 -0.89
O -7.2340 0.7308 -0.9149 0.13 0.84 0.19
H -8.5320 4.6547 0.7809 -0.74 0.21 0.31
H -6.9599 3.0985 0.4519 0.49 -0.42 -0.25
H -9.6585 0.5096 -1.7344 0.38 -0.22 0.22
H -11.4365 2.2337 -1.4730 -0.03 0.16 0.07
H -10.4627 5.4061 0.2022 0.37 -0.42 -0.06
H -6.3877 1.0564 -0.5996 0.51 -0.20 0.01
C 5.9661 -4.3806 2.1284 -0.33 -1.94 -0.56
C 5.6267 -3.1030 1.7835 -1.35 -1.36 -0.70
C 6.4620 -2.1130 2.0727 0.52 1.66 0.81
C 7.6894 -2.3627 2.6787 0.86 -0.16 -0.07
C 8.0752 -3.6579 3.0104 -1.05 0.75 -1.11
C 7.1713 -4.6803 2.7058 2.13 -0.05 1.39
O 7.5626 -5.9671 3.0531 -1.42 -0.80 -0.54
O 6.1354 -0.8503 1.7999 1.35 2.30 -0.09
H 5.3202 -5.1758 1.7865 -0.06 -0.26 0.27
H 4.7459 -2.8862 1.1972 -0.26 -0.13 0.17
H 8.3971 -1.5509 2.7600 -0.08 0.18 0.25
H 9.0818 -3.8827 3.3305 0.01 0.04 0.30
H 8.4785 -6.0867 3.3146 -0.03 0.76 -0.13
H 5.2510 -0.5413 1.5905 -0.34 -0.92 -0.02
C -3.4856 -4.4957 4.5414 -1.14 -1.80 1.33
C -4.4004 -5.5693 4.8872 2.55 3.12 -0.20
C -4.7390 -5.7161 6.2416 1.54 0.37 -0.54
C -4.1256 -4.9754 7.2886 0.78 1.40 -2.93
C -3.1487 -3.9917 6.8625 -2.13 -1.22 2.46
C -2.8924 -3.7400 5.5589 -0.28 -0.54 -1.91
O -2.0196 -2.7647 5.2601 0.86 0.87 0.49
O -5.5765 -6.7493 6.4451 -1.29 -0.67 1.01
H -3.1524 -4.2757 3.5380 -0.29 -0.25 -0.27
H -4.7199 -6.1969 4.0684 -0.50 -0.19 0.39
H -4.4896 -4.9416 8.3048 0.14 -0.48 0.11
H -2.7197 -3.3451 7.6137 0.17 0.02 0.03
H -2.0529 -2.4468 4.3549 -0.17 -0.17 -0.21
H -6.0288 -6.5582 7.2700 -0.23 -0.41 0.20
C -3.6666 7.8089 0.3857 1.86 -1.95 2.90
O -3.5179 7.1741 1.3981 -0.91 -0.97 1.61
N -3.6918 9.0727 0.2736 -1.26 8.10 0.76
N -3.4866 7.3895 -0.8019 0.53 -5.51 -6.79
H -3.5852 9.4157 -0.6704 -0.08 0.71 0.87
H -3.7693 9.7171 1.0476 0.01 -0.33 -0.22
H -3.2052 6.4356 -0.9782 -0.08 -0.07 0.37
H -3.5871 7.9066 -1.6636 -0.07 0.00 0.57
C -1.0314 -6.7925 -2.3823 -0.39 -2.76 -2.67
O -0.6000 -7.3193 -3.3965 0.90 -0.22 0.03
N -1.4661 -7.4063 -1.2880 -0.17 -1.05 2.30
N -1.4037 -5.5551 -2.2916 -0.72 5.29 -0.52
H -1.5184 -8.4035 -1.1366 0.02 0.55 -0.09
H -1.9523 -6.6801 -0.7816 -0.25 -1.84 1.26
H -1.3786 -4.9146 -3.0721 0.31 -0.32 0.13
H -1.9576 -5.2437 -1.5065 0.34 0.40 -0.45
```
Forces are in eV/Å.

---

- Which formula does entry 2 have?
  C28H36MnNO3P2S2